1.
Density functional theory data (ωB97M-V with the def2-TZVPD basis set) for the molecule C21H23FN4O2 at a distorted geometry.

The calculation puts the frontier orbital gap at 9.6 eV. As for the energy relative to the best compared isomer or geometry (same formula, charge and spin): 49.00 kcal/mol. The calculation puts the highest occupied orbital energy at -8.88 eV. The SMILES is Fc1ccccc1Cc1noc(CN2CCC(OCc3cccnc3)CC2)n1. Its energy is -34922.1473 eV.

Geometry as ORCA input:
```
! RIJCOSX wB97M-V def2-TZVPD def2/J DEFGRID3
* xyz 0 1
F -3.736 -2.977 -0.428
C -4.870 -2.271 -0.220
C -6.036 -2.709 -0.819
C -7.204 -2.000 -0.606
C -7.192 -0.874 0.200
C -6.014 -0.456 0.793
C -4.827 -1.148 0.595
C -3.541 -0.681 1.215
C -2.977 0.470 0.464
N -3.297 0.785 -0.759
O -2.543 1.881 -1.052
C -1.817 2.154 0.039
C -0.807 3.252 0.010
N 0.551 2.759 -0.104
C 0.771 1.972 -1.306
C 2.268 1.754 -1.500
C 2.843 1.009 -0.289
O 2.283 -0.290 -0.158
C 2.937 -1.292 -0.901
C 4.305 -1.620 -0.358
C 4.506 -1.745 1.013
C 5.772 -2.043 1.485
C 6.794 -2.207 0.561
N 6.617 -2.089 -0.743
C 5.407 -1.800 -1.186
C 2.508 1.800 0.975
C 1.004 2.036 1.072
N -2.047 1.313 1.002
H -6.014 -3.589 -1.441
H -8.122 -2.327 -1.069
H -8.103 -0.320 0.367
H -6.008 0.423 1.421
H -3.692 -0.367 2.250
H -2.800 -1.485 1.210
H -0.885 3.833 0.932
H -1.020 3.895 -0.848
H 0.360 2.516 -2.159
H 0.279 0.987 -1.248
H 2.771 2.716 -1.590
H 2.437 1.185 -2.415
H 3.937 0.924 -0.390
H 2.289 -2.172 -0.818
H 3.013 -1.019 -1.963
H 3.673 -1.602 1.687
H 5.962 -2.146 2.542
H 7.803 -2.440 0.875
H 5.312 -1.710 -2.262
H 3.027 2.758 0.936
H 2.846 1.249 1.853
H 0.781 2.640 1.954
H 0.494 1.067 1.179
*
```

Population analysis type Mulliken, resulting atomic charges in e:
1 F -0.32
2 C 0.59
3 C -0.63
4 C -0.32
5 C -0.71
6 C -0.14
7 C 0.17
8 C -0.98
9 C 0.49
10 N -0.43
11 O -0.14
12 C 0.90
13 C -1.32
14 N 0.03
15 C -0.41
16 C -1.02
17 C 0.05
18 O -0.32
19 C -0.69
20 C 0.55
21 C -0.16
22 C -0.53
23 C -0.24
24 N -0.62
25 C -0.34
26 C -1.09
27 C -0.56
28 N -0.47
29 H 0.43
30 H 0.37
31 H 0.38
32 H 0.41
33 H 0.33
34 H 0.36
35 H 0.45
36 H 0.41
37 H 0.44
38 H 0.20
39 H 0.42
40 H 0.39
41 H 0.36
42 H 0.30
43 H 0.31
44 H 0.47
45 H 0.38
46 H 0.36
47 H 0.34
48 H 0.35
49 H 0.43
50 H 0.44
51 H 0.32

***

2.
Density functional theory data (ωB97M-V with the def2-TZVPD basis set) for a structure of composition C21H23HgN4O8 at a distorted geometry.

The calculation puts the frontier orbital gap at 1.8 eV. The calculation puts the highest occupied orbital energy at -11.94 eV. Its energy is -48640.8720 eV.

Geometry as ORCA input:
```
! RIJCOSX wB97M-V def2-TZVPD def2/J DEFGRID3
* xyz 1 1
Hg 2.228 1.190 -5.939
O 1.724 1.535 -2.684
H 1.136 1.479 -1.906
C -2.984 -1.099 -2.064
O -3.795 -1.410 -2.848
N -3.129 -1.470 -0.759
C -2.249 -0.819 0.207
C -4.246 -2.304 -0.245
H -2.107 -0.478 -2.303
H -1.571 -0.116 -0.277
H -1.617 -1.416 0.864
H -2.870 -0.168 0.822
H -4.219 -3.354 -0.537
H -4.289 -2.264 0.844
H -5.187 -1.921 -0.639
C 4.800 1.466 3.442
C 5.888 2.064 4.093
C 6.974 2.455 3.301
C 6.909 2.210 1.915
C 5.715 1.834 1.258
C 4.675 1.396 2.057
N 8.061 2.595 1.012
O 9.128 2.680 1.504
O 7.941 2.669 -0.217
H 4.090 1.017 4.120
H 5.844 2.140 5.170
H 7.835 2.834 3.830
H 5.676 1.770 0.181
H 3.796 0.978 1.590
C 1.759 -4.319 0.475
C 1.819 -5.516 1.185
C 1.203 -6.720 0.756
C 0.488 -6.614 -0.475
C 0.451 -5.461 -1.212
C 1.091 -4.290 -0.697
N -0.239 -7.833 -0.981
O -1.200 -7.689 -1.680
O 0.069 -8.949 -0.599
H 2.353 -3.467 0.769
H 2.374 -5.628 2.105
H 1.401 -7.655 1.258
H 0.015 -5.421 -2.200
H 1.073 -3.460 -1.388
C -3.806 4.678 -2.555
C -3.236 4.192 -1.353
C -3.938 4.400 -0.167
C -5.217 4.934 -0.193
C -5.864 5.286 -1.423
C -5.155 5.130 -2.639
N -5.921 5.140 1.063
O -7.028 5.661 1.120
O -5.444 4.630 2.025
H -3.189 4.660 -3.441
H -2.251 3.749 -1.353
H -3.381 4.163 0.727
H -6.876 5.631 -1.270
H -5.508 5.276 -3.649
*
```

Population analysis type Mulliken, resulting atomic charges in e:
1 Hg 0.67
2 O -0.35
3 H 0.31
4 C 0.14
5 O -0.48
6 N 0.17
7 C -0.93
8 C -0.87
9 H 0.32
10 H 0.22
11 H 0.33
12 H 0.42
13 H 0.30
14 H 0.37
15 H 0.33
16 C -0.30
17 C -0.41
18 C -0.36
19 C 0.19
20 C -0.32
21 C -0.46
22 N 0.93
23 O -0.54
24 O -0.61
25 H 0.34
26 H 0.38
27 H 0.39
28 H 0.42
29 H 0.36
30 C -0.75
31 C -0.22
32 C -0.51
33 C 0.42
34 C -0.56
35 C -0.23
36 N 0.89
37 O -0.54
38 O -0.56
39 H 0.44
40 H 0.35
41 H 0.45
42 H 0.39
43 H 0.42
44 C -0.33
45 C -0.47
46 C -0.25
47 C 0.11
48 C -0.33
49 C -0.54
50 N 0.96
51 O -0.60
52 O -0.57
53 H 0.35
54 H 0.44
55 H 0.40
56 H 0.48
57 H 0.38

***

3.
Density functional theory data (ωB97M-V with the def2-TZVPD basis set) for the molecule C21H23N3O2S.

The calculation puts the frontier orbital gap at 8.6 eV. As for the energy relative to the best compared isomer or geometry (same formula, charge and spin): 20.31 kcal/mol. The calculation puts the highest occupied orbital energy at -8.02 eV. The SMILES is O=C(CSc1nc2ccccc2n1CCc1ccccc1)N1CCOCC1. Its energy is -41551.7642 eV.

Geometry as ORCA input:
```
! RIJCOSX wB97M-V def2-TZVPD def2/J DEFGRID3
* xyz 0 1
O -2.841 -1.157 -1.561
C -2.609 -0.236 -0.802
C -1.242 0.421 -0.781
S -0.399 0.105 0.806
C 1.167 0.721 0.355
N 1.364 1.523 -0.651
C 2.715 1.765 -0.654
C 3.486 2.541 -1.510
C 4.844 2.598 -1.271
C 5.432 1.908 -0.210
C 4.683 1.133 0.653
C 3.320 1.068 0.419
N 2.294 0.416 1.065
C 2.422 -0.578 2.093
C 2.873 -1.927 1.500
C 1.885 -2.374 0.459
C 2.035 -1.981 -0.865
C 1.065 -2.290 -1.803
C -0.065 -2.998 -1.430
C -0.211 -3.409 -0.116
C 0.756 -3.097 0.822
N -3.536 0.238 0.057
C -3.433 1.383 0.932
C -4.488 2.420 0.519
O -5.783 1.869 0.540
C -5.879 0.761 -0.327
C -4.872 -0.328 0.054
H -0.629 -0.039 -1.555
H -1.280 1.498 -0.939
H 3.029 3.074 -2.327
H 5.472 3.191 -1.919
H 6.499 1.982 -0.062
H 5.144 0.602 1.473
H 3.148 -0.227 2.833
H 1.448 -0.692 2.576
H 3.862 -1.806 1.053
H 2.940 -2.656 2.309
H 2.912 -1.423 -1.164
H 1.189 -1.966 -2.827
H -0.835 -3.214 -2.153
H -1.091 -3.961 0.180
H 0.630 -3.406 1.851
H -3.637 1.054 1.958
H -2.441 1.826 0.901
H -4.254 2.792 -0.491
H -4.499 3.256 1.219
H -5.695 1.079 -1.365
H -6.901 0.391 -0.238
H -5.099 -0.704 1.057
H -4.894 -1.148 -0.664
*
```

Population analysis type Mulliken, resulting atomic charges in e:
1 O -0.67
2 C 0.51
3 C -0.88
4 S -0.25
5 C 0.20
6 N -0.51
7 C 0.41
8 C -0.77
9 C -0.46
10 C -0.70
11 C -0.91
12 C 1.01
13 N 0.28
14 C -1.13
15 C -0.93
16 C 0.44
17 C -0.04
18 C -0.76
19 C -0.31
20 C -0.61
21 C -0.40
22 N 0.12
23 C -0.40
24 C -0.73
25 O -0.37
26 C -0.58
27 C -0.77
28 H 0.63
29 H 0.54
30 H 0.46
31 H 0.38
32 H 0.39
33 H 0.39
34 H 0.47
35 H 0.41
36 H 0.40
37 H 0.50
38 H 0.36
39 H 0.39
40 H 0.35
41 H 0.41
42 H 0.39
43 H 0.18
44 H 0.42
45 H 0.34
46 H 0.35
47 H 0.32
48 H 0.36
49 H 0.33
50 H 0.44

***

4.
Density functional theory data (ωB97M-V with the def2-TZVPD basis set) for the molecule C21H23N3O3.

The calculation puts the frontier orbital gap at 8.6 eV. As for the energy relative to the best compared isomer or geometry (same formula, charge and spin): 45.37 kcal/mol. The calculation puts the highest occupied orbital energy at -8.23 eV. The SMILES is Cc1ccc(C(C)C)c(OCC(=O)Nn2c(C)nc3ccccc3c2=O)c1. Its energy is -32763.8836 eV.

Geometry as ORCA input:
```
! RIJCOSX wB97M-V def2-TZVPD def2/J DEFGRID3
* xyz 0 1
C -1.060 2.899 0.976
C 0.036 2.641 -0.014
C 0.242 3.487 -1.093
C 1.261 3.231 -1.992
C 2.099 2.136 -1.852
C 3.199 1.858 -2.849
C 2.612 1.590 -4.236
C 4.202 3.013 -2.894
C 1.891 1.282 -0.762
O 2.748 0.207 -0.654
C 2.530 -0.708 0.379
C 1.171 -1.402 0.252
O 0.606 -1.593 -0.792
N 0.701 -1.885 1.456
N -0.647 -2.239 1.571
C -1.121 -3.432 1.081
C -0.145 -4.350 0.438
N -2.355 -3.764 1.168
C -3.249 -2.906 1.747
C -4.597 -3.274 1.820
C -5.512 -2.424 2.397
C -5.115 -1.190 2.913
C -3.796 -0.809 2.853
C -2.852 -1.662 2.274
C -1.456 -1.283 2.198
O -0.942 -0.266 2.628
C 0.872 1.545 0.143
H -1.173 2.057 1.655
H -0.836 3.789 1.562
H -2.005 3.068 0.462
H -0.399 4.345 -1.233
H 1.403 3.899 -2.828
H 3.727 0.958 -2.521
H 2.095 2.469 -4.615
H 1.903 0.767 -4.189
H 3.403 1.328 -4.935
H 5.021 2.772 -3.568
H 3.727 3.926 -3.245
H 4.611 3.198 -1.904
H 2.638 -0.236 1.366
H 3.313 -1.465 0.262
H 1.025 -1.430 2.305
H 0.184 -3.923 -0.509
H 0.728 -4.490 1.073
H -0.631 -5.302 0.251
H -4.889 -4.229 1.413
H -6.552 -2.712 2.451
H -5.848 -0.536 3.361
H -3.460 0.140 3.244
H 0.694 0.902 0.991
*
```

Population analysis type Mulliken, resulting atomic charges in e:
1 C -1.52
2 C 0.59
3 C -1.35
4 C -0.07
5 C 0.45
6 C 0.36
7 C -1.42
8 C -1.48
9 C 0.64
10 O -0.39
11 C -0.47
12 C 0.26
13 O -0.63
14 N -0.77
15 N 0.34
16 C 1.10
17 C -1.39
18 N -0.63
19 C 0.10
20 C -0.32
21 C -0.39
22 C -0.66
23 C -0.69
24 C 0.27
25 C 0.86
26 O -0.75
27 C -0.45
28 H 0.22
29 H 0.34
30 H 0.38
31 H 0.38
32 H 0.34
33 H 0.34
34 H 0.30
35 H 0.36
36 H 0.42
37 H 0.43
38 H 0.29
39 H 0.37
40 H 0.39
41 H 0.35
42 H 0.40
43 H 0.27
44 H 0.33
45 H 0.38
46 H 0.48
47 H 0.39
48 H 0.41
49 H 0.47
50 H 0.38

***

5.
Density functional theory data (ωB97M-V with the def2-TZVPD basis set) for the molecule C21H23N3O4S2 at a distorted geometry.

The calculation puts the frontier orbital gap at 9.0 eV. As for the energy relative to the best compared isomer or geometry (same formula, charge and spin): 51.72 kcal/mol. The calculation puts the highest occupied orbital energy at -8.73 eV. The SMILES is O=C(c1ccc(NC2=N[C@@H]3CS(=O)(=O)C[C@@H]3S2)cc1)N(CCO)Cc1ccccc1. Its energy is -56481.2023 eV.

Geometry as ORCA input:
```
! RIJCOSX wB97M-V def2-TZVPD def2/J DEFGRID3
* xyz 0 1
O 3.928 -1.788 -1.488
C 3.285 -1.276 -0.584
C 1.849 -1.634 -0.357
C 1.518 -2.817 0.293
C 0.193 -3.162 0.475
C -0.813 -2.329 -0.002
N -2.157 -2.682 0.211
C -3.148 -1.797 0.407
N -4.370 -2.027 0.187
C -5.268 -0.955 0.458
C -5.902 -0.527 -0.860
S -4.736 0.732 -1.453
O -5.353 1.626 -2.389
O -3.483 0.138 -1.823
C -4.598 1.488 0.197
C -4.497 0.270 1.090
S -2.756 -0.255 1.220
C -0.485 -1.173 -0.704
C 0.842 -0.828 -0.874
N 3.808 -0.363 0.262
C 5.201 0.031 0.094
C 5.503 0.673 -1.277
O 6.047 -0.229 -2.190
C 3.051 0.149 1.392
C 2.101 1.268 1.031
C 2.549 2.376 0.323
C 1.674 3.393 -0.015
C 0.344 3.320 0.362
C -0.105 2.228 1.083
C 0.767 1.205 1.412
H 2.301 -3.463 0.661
H -0.068 -4.076 0.989
H -2.447 -3.617 -0.040
H -6.036 -1.310 1.156
H -6.861 -0.032 -0.747
H -5.967 -1.357 -1.554
H -5.508 2.061 0.353
H -3.727 2.133 0.254
H -4.853 0.479 2.100
H -1.266 -0.563 -1.133
H 1.096 0.064 -1.427
H 5.450 0.726 0.895
H 5.840 -0.856 0.188
H 6.251 1.461 -1.153
H 4.580 1.126 -1.673
H 5.430 -0.984 -2.240
H 3.766 0.510 2.138
H 2.483 -0.669 1.844
H 3.586 2.443 0.032
H 2.033 4.245 -0.574
H -0.338 4.115 0.097
H -1.137 2.160 1.390
H 0.402 0.351 1.963
*
```

Population analysis type Mulliken, resulting atomic charges in e:
1 O -0.77
2 C 0.24
3 C 0.10
4 C -0.45
5 C -0.71
6 C -0.32
7 N -0.06
8 C 0.31
9 N -0.78
10 C -0.09
11 C -1.02
12 S 1.01
13 O -0.73
14 O -0.52
15 C -0.86
16 C -0.18
17 S -0.01
18 C -0.34
19 C -0.25
20 N 0.25
21 C -0.86
22 C -0.46
23 O -0.64
24 C -1.65
25 C 0.89
26 C -0.19
27 C -0.84
28 C -0.60
29 C -0.52
30 C -0.18
31 H 0.49
32 H 0.48
33 H 0.32
34 H 0.44
35 H 0.37
36 H 0.49
37 H 0.36
38 H 0.39
39 H 0.55
40 H 0.79
41 H 0.55
42 H 0.44
43 H 0.43
44 H 0.36
45 H 0.32
46 H 0.43
47 H 0.63
48 H 0.47
49 H 0.41
50 H 0.41
51 H 0.40
52 H 0.32
53 H 0.39

***

Which value of frontier orbital gap does entry 1 give?
9.6 eV